Here is 9 unconnected molecules or ions with the total composition C55H60BrN2O2P2S at a distorted geometry from OMol25. Energies are from wB97M-V/def2-TZVPD.

ORCA input file:
```
! wB97M-V def2-TZVPD RIJCOSX def2/J DEFGRID3
* xyz 1 1
C -1.4948 -2.2240 -0.7291
C 0.6524 -4.2345 -3.8594
C 4.3986 2.6561 -2.7591
H -2.7758 -2.3837 -2.4198
H 1.5603 -4.7268 1.2024
H 0.1198 -1.4927 5.0895
C 2.5580 -4.9412 0.8376
C -9.7809 0.3968 -2.4514
C -7.7661 1.2824 -3.4209
H -8.0117 2.9897 -4.6972
C -0.2163 0.2560 6.2935
C -0.3481 -0.1107 8.6629
H -7.8258 -0.4174 -2.1092
H 2.1399 0.1446 -2.5313
H 1.3253 5.9812 -6.8347
C -5.5989 -1.2750 8.4216
H 4.6717 3.5852 -2.2757
C -8.4030 0.3483 -2.6132
H -2.5994 -0.5892 7.0143
H 0.7673 -4.9466 -3.0513
P -2.0000 0.4349 2.3417
H 2.6680 -6.8456 1.8203
C 1.5448 -0.5573 0.2259
C -0.5004 5.3611 -5.8945
C 0.9998 3.3048 -4.7935
H -0.8104 2.6900 -3.8367
C -6.2887 -0.1311 8.0434
H 0.1094 -4.1207 -7.1983
H -3.7357 -2.3359 8.3399
O -5.5445 0.7387 -0.6197
H 0.3757 -5.7442 -5.3564
C 0.5904 -1.9600 -4.6402
N -3.1431 -0.2097 -0.1156
H 3.4017 -0.6413 -4.4964
H 2.4103 -0.6636 -0.4200
H 6.7641 2.2355 -1.4436
H -6.1898 1.7388 6.9976
H 5.3148 0.6712 -5.3482
H 2.7758 2.2558 -1.4143
C -4.3222 0.6832 6.9269
H -2.1591 4.5241 -4.8212
C 8.7502 2.8601 -0.9295
C -1.2534 -1.5451 0.4333
C 0.8553 5.2578 -6.1814
H -1.0852 6.1616 -6.3284
C -0.1368 -1.4684 8.4648
H 0.8093 0.0189 -0.3475
C -2.5731 -1.8319 -1.5117
H 6.1097 -5.7105 -0.4525
H -0.4831 0.2755 9.6643
C 4.4923 -4.3018 -0.4355
C -0.0111 -1.1031 6.0935
H 1.4850 0.0016 2.3695
C -10.5214 1.3726 -3.1025
H -0.5575 1.8091 7.7311
C 4.4551 -6.4108 0.7178
H -6.0011 1.5453 -0.9170
C -0.0573 -2.0060 1.2429
H 10.6167 3.5659 -0.1439
H 7.2230 4.0070 2.4237
H -11.5956 1.4087 -2.9786
C 4.7595 1.0194 -4.4874
C 7.6516 3.6823 1.4843
N -3.3917 -0.8402 -1.2637
H 0.2598 -1.6968 -6.7429
C 0.3678 -2.4079 -5.9345
C 5.1129 -5.4945 -0.0910
H -6.0961 -2.0365 9.0085
C 3.3339 1.9094 -2.2767
H 0.9032 -2.5201 -2.5916
H -3.2844 0.5499 2.8925
H 0.0006 -1.5907 2.2442
H 0.6571 -0.8969 -4.4394
H -7.3229 -0.0016 8.3343
H -0.2452 0.9343 5.4471
H 2.6625 4.1450 -5.8562
C 0.0283 -1.9663 7.1795
C 1.6070 4.2283 -5.6318
C 0.2855 -3.7699 -6.1902
C -2.1628 -0.5081 0.7364
H -0.8830 -3.0452 -1.0688
H 2.7290 -3.1061 -0.2470
H 5.0070 -3.5865 -1.0643
H -0.2018 -3.0758 1.3902
P -4.3115 1.1823 0.2845
C -3.6330 -0.4619 7.3021
H 9.6402 4.2921 2.0051
C -4.2726 -1.4422 8.0482
C 5.1138 2.2092 -3.8637
C -0.3493 3.4126 -4.5004
C 0.7285 -2.8712 -3.6041
H 5.7852 2.9707 0.7012
C -8.5077 2.2611 -4.0691
O 1.1241 -1.8887 0.5068
C -1.1041 4.4399 -5.0500
H 9.1780 2.5431 -1.8720
C 2.0012 0.2469 1.4475
H 3.0772 0.1625 1.5579
H -6.6896 1.2473 -3.5474
C 3.6855 0.2828 -4.0077
Br -3.4670 2.9663 -0.7389
H -1.2876 -0.3644 3.2498
C 9.5584 3.4359 0.0407
H -10.2776 -0.3272 -1.8187
H 1.5725 2.4954 -4.3599
C 2.9775 0.7246 -2.9024
H -10.4644 3.0612 -4.4234
H 4.9380 -7.3416 0.9847
H -3.8214 1.4510 6.3479
C -5.6513 0.8475 7.2938
C 3.1787 -6.1329 1.1853
C 0.4319 -4.6828 -5.1541
C -9.8854 2.3030 -3.9132
C 9.0093 3.8452 1.2479
H 1.8018 1.2951 1.2449
C 6.8445 3.1021 0.5157
H 0.1878 -3.0256 7.0253
H 5.9444 2.7918 -4.2409
S -1.1023 2.1329 2.1414
C -0.3882 0.7515 7.5765
H -0.1030 -2.1396 9.3127
C 7.3938 2.6901 -0.6903
C 3.2119 -4.0250 0.0258
*
```

For the energy above the lowest of the compared OMol25 structures with the same formula, charge and spin, the calculation gives 0.0 kcal per mole. The value obtained for the total energy is -6046.41460 a.u. The value obtained for the maximum force is 0.031 hartree/bohr. Its HOMO energy is -0.3913 Eh.

Atom charges from the Löwdin analysis, given in e for atoms 1 to 99: 0.0657, -0.0936, -0.1025, 0.1383, 0.0831, 0.0803, -0.0963, -0.0912, -0.1160, 0.1028, -0.1175, -0.0839, 0.0929, 0.0751, 0.1032, -0.0912, 0.1078, -0.1122, 0.0639, 0.1019, 0.3742, 0.1014, -0.2385, -0.0929, -0.0907, 0.0883, -0.0939, 0.1066, 0.1016, -0.3300, 0.1059, -0.1061, -0.2376, 0.0977, 0.1051, 0.0771, 0.1000, 0.1064, 0.1013, -0.0998, 0.0962, -0.0915, -0.1299, -0.0881, 0.1020, -0.0845, 0.1147, -0.0417, 0.1043, 0.1095, -0.0835, -0.1153, 0.0578, -0.0854, 0.1093, -0.0895, 0.0531, -0.1722, 0.1022, 0.0998, 0.1054, -0.0765, -0.0973, 0.1233, 0.1069, -0.0829, -0.0872, 0.1028, -0.1024, 0.0802, -0.0276, 0.0868, 0.0918, 0.1024, 0.0878, 0.1017, -0.0912, -0.0834, -0.0812, -0.3169, 0.1356, 0.0679, 0.1027, 0.1383, 0.5830, -0.0951, 0.1019, -0.0863, -0.0888, -0.1044, -0.1160, 0.0937, -0.0934, -0.1561, -0.1008, 0.1011, -0.0561, 0.0833, 0.0951